Below is C24H30Cl2F6N2O9PPtS2 as an isolated structure, with properties calculated with ωB97M-V with the def2-TZVPD basis set.

```
77
Properties=species:S:1:pos:R:3
Pt 0.31873 0.68188 -0.40682
Cl 2.30314 0.60907 6.89562
C 1.61599 0.56778 5.29192
C 0.61367 -0.36210 5.00097
C 0.06218 -0.40600 3.74904
Cl -1.16109 -1.57858 3.39645
C 0.46134 0.47703 2.69657
O -0.15843 0.38366 1.58109
C 1.49254 1.39364 3.03111
C 2.07159 2.33090 2.08889
O 1.76979 2.47264 0.91445
C 2.05062 1.42528 4.32082
H 0.28098 -1.05759 5.75907
H 2.87635 2.95770 2.51381
H 2.84549 2.13039 4.53093
F 4.88389 1.92245 0.44582
C 4.84764 0.66119 0.88820
F 4.45980 0.68535 2.15985
F 6.07217 0.15116 0.81542
S 3.63775 -0.31488 -0.16921
O 2.41998 -0.38637 0.61369
O 3.57737 0.44606 -1.38479
N 4.28768 -1.71685 -0.47022
S 4.36579 -2.79947 0.70952
O 4.59061 -2.20673 1.99588
O 5.16837 -3.89445 0.26496
C 2.63412 -3.53919 0.82359
F 2.05900 -3.19159 1.96801
F 2.72515 -4.87171 0.78495
F 1.84771 -3.15067 -0.18299
C -1.50342 -4.09098 -0.22300
C -2.31933 -2.82634 -0.24208
C -3.68276 -2.85894 0.04029
C -4.38812 -1.66726 0.07753
C -5.86587 -1.65746 0.37425
C -3.74397 -0.45762 -0.15133
C -2.36365 -0.37829 -0.43531
C -1.69347 -1.62069 -0.47987
N -1.66448 0.79349 -0.68272
C -2.27408 2.14464 -0.56530
C -1.23286 3.22916 -0.87168
C -2.78416 2.45075 0.85338
C -3.35056 2.35024 -1.65464
H -2.10143 -4.95155 -0.52668
H -1.12163 -4.28712 0.78207
H -0.64015 -4.02022 -0.88488
H -4.18024 -3.80206 0.23766
H -6.22338 -2.65799 0.61800
H -6.43998 -1.29603 -0.48213
H -6.09467 -1.00338 1.21803
H -4.35012 0.42276 -0.08054
H -0.62713 -1.63128 -0.66168
H -0.40214 3.22741 -0.16277
H -1.73423 4.19632 -0.80249
H -0.83490 3.12940 -1.88225
H -1.96293 2.33446 1.56249
H -3.58789 1.80125 1.18165
H -3.14163 3.48248 0.89782
H -2.91101 2.12055 -2.62403
H -3.66802 3.39628 -1.65560
H -4.23854 1.74192 -1.54325
C 1.61273 -1.69271 -2.72580
O 1.12345 -0.48997 -3.32563
P 0.58406 0.79878 -2.55653
O 1.53073 1.95361 -3.13471
C 2.32901 2.83459 -2.33107
O -0.76895 1.08726 -3.36142
C -0.75574 1.20043 -4.78243
H 2.68575 -1.62343 -2.57423
H 1.38427 -2.49548 -3.42406
H 1.10784 -1.87950 -1.78153
H 3.36602 2.51668 -2.37809
H 1.99642 2.83452 -1.29617
H 2.21448 3.83063 -2.75823
H -1.78996 1.12613 -5.11279
H -0.17349 0.39955 -5.23794
H -0.33984 2.16501 -5.07692
```

As for the multiplicity: 1. Its energy above the lowest of the compared OMol25 structures with the same formula, charge and spin is 54.87 kJ/mol. As for the LUMO energy: 2.23 eV. The charge is -1.